70
Properties=species:S:1:pos:R:3:lowdin_charge:R:1 method="wB97M-V/def2-TZVPD" e_homo_ev=-13.37 charge=+2 total_energy_ev=-83935.5637 e_lumo_ev=-6.89 homo_lumo_gap_ev=6.5 relative_energy_kj_mol=383.3
Sn 0.155 -0.727 0.310 1.426
O -1.500 -7.419 2.573 -0.038
C -0.663 -7.254 1.456 -0.196
C -0.453 -5.791 1.211 -0.135
C 0.282 -5.336 0.118 0.028
C 0.458 -3.978 -0.041 -0.100
N -0.063 -3.078 0.801 -0.041
C -0.785 -3.496 1.843 -0.194
C -0.985 -4.844 2.082 0.083
C -1.335 -2.413 2.685 -0.184
C -2.031 -2.651 3.856 0.077
C -2.539 -1.586 4.596 -0.137
C -3.288 -1.879 5.876 -0.191
O -2.653 -2.888 6.629 -0.028
C -2.303 -0.301 4.129 0.035
C -1.584 -0.142 2.958 -0.175
N -1.116 -1.160 2.236 -0.077
H -1.603 -8.356 2.765 0.112
H -1.094 -7.704 0.554 0.144
H 0.322 -7.710 1.617 0.146
H 0.718 -6.018 -0.599 0.135
H 1.034 -3.583 -0.871 0.104
H -1.558 -5.196 2.926 0.123
H -2.180 -3.647 4.246 0.132
H -4.273 -2.273 5.618 0.144
H -3.443 -0.963 6.451 0.133
H -1.924 -2.515 7.135 0.107
H -2.663 0.567 4.663 0.130
H -1.354 0.847 2.588 -0.046
Cl -1.681 2.157 0.845 0.564
C -1.145 3.264 2.123 -0.902
Cl 0.328 2.655 2.904 0.579
H -1.930 3.338 2.866 0.044
H -0.924 4.224 1.673 0.032
O 0.606 -1.419 -1.872 -0.402
O 0.634 -0.845 -3.222 -0.028
C 3.700 0.242 -4.903 -0.031
C 3.936 1.463 -4.286 -0.030
C 3.101 1.914 -3.273 -0.051
C 2.003 1.162 -2.866 -0.269
C 1.799 -0.045 -3.517 -0.213
C 2.618 -0.530 -4.513 0.024
P 0.793 1.688 -1.580 0.973
C 1.670 3.044 -0.750 -0.406
C 1.182 4.342 -0.657 -0.098
C 1.902 5.300 0.046 -0.062
C 3.108 4.972 0.645 -0.056
C 3.588 3.670 0.572 -0.062
C 2.860 2.704 -0.101 -0.123
C -0.451 2.424 -2.697 -0.388
C -1.726 1.857 -2.722 -0.140
C -2.713 2.386 -3.541 -0.062
C -2.429 3.486 -4.336 -0.048
C -1.153 4.038 -4.335 -0.045
C -0.162 3.507 -3.526 -0.082
H 4.351 -0.108 -5.691 0.124
H 4.773 2.074 -4.597 0.123
H 3.306 2.859 -2.790 0.114
H -0.161 -0.274 -3.262 0.157
H 2.397 -1.479 -4.983 0.138
H 0.255 4.609 -1.150 0.105
H 1.520 6.311 0.119 0.116
H 3.676 5.728 1.170 0.116
H 4.529 3.409 1.037 0.116
H 3.221 1.681 -0.148 0.110
H -1.950 1.006 -2.083 0.084
H -3.703 1.949 -3.548 0.115
H -3.205 3.914 -4.955 0.118
H -0.935 4.887 -4.969 0.119
H 0.834 3.932 -3.538 0.114